[1]
The following is a DFT calculation (ωB97M-V with the def2-TZVPD basis set) of C4H8N2O in the gas phase in a non-equilibrium geometry.

Last column: Löwdin charge in e.
Cartesian coordinates (Å):
C 0.724 -1.276 1.773  -0.116
N -0.252 -0.626 0.896  -0.006
C 0.189 0.878 -0.481  0.082
C -0.564 0.889 -1.779  -0.244
O 0.095 0.134 -2.776  -0.055
C -0.440 0.983 0.817  -0.615
N -0.918 1.788 1.563  0.095
H 0.295 -1.487 2.766  0.084
H 1.096 -2.221 1.351  0.072
H 1.566 -0.590 1.913  0.083
H -1.078 -1.201 0.702  0.114
H 1.276 0.985 -0.569  0.136
H -0.606 1.927 -2.151  0.147
H -1.606 0.572 -1.608  0.132
H 0.222 -0.756 -2.417  0.091

Computed properties:
E = -9300.3400 eV
strongest force on any atom = 1.060 eV Å⁻¹
energy above the lowest of the compared OMol25 structures with the same formula, charge and spin = 139.6 kcal per mole
Kohn-Sham gap = 6.8 eV
multiplicity = 1
HOMO energy = -7.613 eV

=====

[2]
The following is a DFT calculation (ωB97M-V with the def2-TZVPD basis set) of C4H8N2O in the gas phase in a non-equilibrium geometry.

Last column: Löwdin charge in e.
Cartesian coordinates (Å):
O 2.713 -0.430 -0.502  0.076
C 1.543 -0.245 -0.257  -0.535
N 0.674 -1.398 -0.134  -0.028
C -0.488 -1.476 -0.820  -0.002
C -1.211 0.277 0.829  -0.054
C -0.430 1.328 0.100  -0.283
N 0.997 0.969 0.010  0.071
H 0.476 -1.588 0.837  0.125
H -0.409 -1.269 -1.906  0.097
H -1.129 -2.325 -0.598  0.071
H -0.845 0.219 1.887  0.068
H -2.279 0.466 0.856  0.036
H -0.446 2.339 0.543  0.115
H -0.847 1.423 -0.907  0.101
H 1.682 1.712 0.062  0.143

Computed properties:
E = -9301.8594 eV
strongest force on any atom = 1.168 eV Å⁻¹
energy above the lowest of the compared OMol25 structures with the same formula, charge and spin = 104.6 kcal per mole
Kohn-Sham gap (spin up / spin down) = 8.8 / 7.5 eV
multiplicity = 1
HOMO energy (spin up / spin down) = -8.158 / -7.348 eV

=====

[3]
The following is a DFT calculation (ωB97M-V with the def2-TZVPD basis set) of C4H8N2O2 in the gas phase in a non-equilibrium geometry.

Last column: Löwdin charge in e.
Cartesian coordinates (Å):
C -1.571 1.112 0.122  -0.065
C -0.567 0.079 -0.349  -0.366
N -1.036 -1.240 -0.468  0.035
C 0.717 -0.033 0.849  -0.209
C 1.715 0.953 0.449  -0.223
O 1.962 1.995 -0.037  0.151
N 1.902 -0.724 0.560  -0.030
O 2.129 -1.237 -0.756  -0.068
H -2.022 0.806 1.067  0.077
H -2.370 1.225 -0.612  0.080
H -1.084 2.076 0.257  0.078
H -0.050 0.397 -1.257  0.134
H -0.974 -1.614 -1.407  0.092
H -1.597 -1.558 0.312  0.092
H 0.378 -0.106 1.877  0.133
H 2.466 -2.129 -0.605  0.088

Computed properties:
E = -11347.8028 eV
SMILES = C[C@H](N)[C@@H]1C(=O)N1O
strongest force on any atom = 5.676 eV Å⁻¹
energy above the lowest of the compared OMol25 structures with the same formula, charge and spin = 145.5 kcal per mole
Kohn-Sham gap = 9.1 eV
multiplicity = 1
HOMO energy = -8.203 eV

=====

[4]
The following is a DFT calculation (ωB97M-V with the def2-TZVPD basis set) of 2 unconnected molecules or ions with the total composition C4H8N2O2 in a non-equilibrium geometry.

Last column: Löwdin charge in e.
Cartesian coordinates (Å):
C 1.029 -0.808 1.587  -0.058
C 0.102 -1.102 0.663  -0.222
C -2.417 1.207 1.326  -0.460
C -0.588 -0.224 -0.228  -0.399
N -0.949 -0.706 -1.470  0.004
N 0.353 1.134 -0.391  0.155
O -3.297 0.477 1.262  0.215
O -1.622 2.036 1.455  0.154
H 1.375 -1.554 2.281  0.029
H 1.456 0.174 1.722  0.021
H -0.296 -2.108 0.650  0.100
H -1.664 -0.200 -1.964  0.064
H -0.250 -1.101 -2.094  0.073
H 1.332 0.878 -0.245  0.105
H 0.044 1.766 0.351  0.088
H 0.204 1.559 -1.306  0.129

Computed properties:
E = -11350.9826 eV
strongest force on any atom = 1.416 eV Å⁻¹
energy above the lowest of the compared OMol25 structures with the same formula, charge and spin = 72.2 kcal per mole
Kohn-Sham gap = 7.1 eV
multiplicity = 1
HOMO energy = -6.601 eV

=====

[5]
The following is a DFT calculation (ωB97M-V with the def2-TZVPD basis set) of C4H8N2O2 in the gas phase.

Last column: Löwdin charge in e.
Cartesian coordinates (Å):
C 1.691 1.483 0.299  -0.070
O 0.296 1.229 0.418  -0.095
C -0.015 -0.111 0.392  -0.560
N 0.495 -0.822 1.508  0.146
N 0.017 -0.860 -0.861  0.130
C -0.932 -0.014 -1.595  -0.045
C -1.297 -0.492 -0.254  -0.370
O -2.251 -1.350 0.176  0.078
H 2.236 1.023 1.125  0.081
H 2.071 1.089 -0.647  0.092
H 1.796 2.565 0.328  0.088
H 0.124 -0.445 2.371  0.101
H 0.275 -1.807 1.436  0.093
H -1.369 -0.516 -2.449  0.110
H -0.693 1.032 -1.738  0.105
H -2.446 -2.004 -0.510  0.116

Computed properties:
E = -11350.2980 eV
SMILES = CO[C@]1(N)N2C[C@@]21O
strongest force on any atom = 0.996 eV Å⁻¹
energy above the lowest of the compared OMol25 structures with the same formula, charge and spin = 88.0 kcal per mole
Kohn-Sham gap = 10.3 eV
multiplicity = 1
HOMO energy = -9.477 eV

=====

[6]
The following is a DFT calculation (ωB97M-V with the def2-TZVPD basis set) of a molecular structure, C4H8N2O2 in a non-equilibrium geometry.

Last column: Löwdin charge in e.
Cartesian coordinates (Å):
C -0.595 -0.076 2.211  -0.191
C 0.116 -1.183 -2.395  -0.044
N -0.191 -0.069 -0.264  0.089
C -0.011 0.818 0.688  -0.447
C 0.271 0.084 -1.609  -0.459
O 0.341 0.215 3.203  -0.053
N 0.709 1.145 -2.142  0.159
O 0.478 1.876 0.933  0.127
H 0.640 1.126 3.068  0.089
H -0.349 -0.656 0.916  0.195
H 0.759 1.930 -1.495  0.048
H -0.843 -1.149 2.310  0.134
H -1.551 0.447 2.331  0.120
H 0.434 -1.017 -3.421  0.076
H -0.925 -1.512 -2.387  0.079
H 0.716 -1.980 -1.948  0.079

Computed properties:
E = -11349.4292 eV
strongest force on any atom = 1.702 eV Å⁻¹
energy above the lowest of the compared OMol25 structures with the same formula, charge and spin = 108.0 kcal per mole
Kohn-Sham gap = 10.1 eV
multiplicity = 1
HOMO energy = -9.503 eV

=====

[7]
The following is a DFT calculation (ωB97M-V with the def2-TZVPD basis set) of C4H8N2O2 in the gas phase in a non-equilibrium geometry.

Last column: Löwdin charge in e.
Cartesian coordinates (Å):
N -1.069 -1.560 0.995  0.057
C 0.289 -1.256 0.940  -0.426
N 0.938 -2.340 1.562  -0.012
C 1.131 -0.312 0.186  -0.002
C 0.509 0.827 -0.596  -0.342
O 0.951 1.563 -1.493  0.013
C -1.062 1.144 -0.542  -0.307
O -1.241 2.157 -1.343  -0.003
H -1.628 -0.655 0.703  0.077
H -1.744 -1.732 1.765  0.119
H 2.052 -2.518 1.537  0.150
H 0.282 -3.133 2.246  0.214
H 2.322 -0.464 0.408  0.142
H -1.253 1.276 0.660  0.151
H -1.599 0.016 -0.765  0.154
H -0.394 2.317 -1.696  0.018

Computed properties:
E = -11348.5525 eV
SMILES = NC(N)=CC(=O)CO
strongest force on any atom = 6.791 eV Å⁻¹
energy above the lowest of the compared OMol25 structures with the same formula, charge and spin = 128.2 kcal per mole
Kohn-Sham gap = 8.7 eV
multiplicity = 1
HOMO energy = -8.447 eV

=====

[8]
The following is a DFT calculation (ωB97M-V with the def2-TZVPD basis set) of C4H8N2OS in the gas phase in a non-equilibrium geometry.

Last column: Löwdin charge in e.
Cartesian coordinates (Å):
O 0.825 -0.818 2.277  0.012
C 1.025 0.195 1.604  -0.383
N 0.148 0.675 0.692  -0.502
S 0.612 1.957 -0.310  0.818
C -1.005 -0.100 0.389  -0.210
C -0.670 -1.293 -0.465  -0.290
C -1.449 -1.642 -1.701  -0.147
N -0.169 -1.041 -1.802  0.007
H 1.934 0.834 1.684  0.119
H 1.031 1.336 -1.443  -0.129
H -1.333 -0.382 1.397  0.130
H -1.724 0.544 -0.157  0.124
H -0.278 -2.115 0.141  0.141
H -1.505 -2.670 -2.018  0.100
H -2.322 -1.021 -1.972  0.112
H 0.559 -1.678 -2.075  0.099

Computed properties:
E = -20139.1046 eV
SMILES = O=CN(S)C[C@H]1CN1
strongest force on any atom = 1.788 eV Å⁻¹
energy above the lowest of the compared OMol25 structures with the same formula, charge and spin = 39.9 kcal per mole
Kohn-Sham gap = 10.2 eV
multiplicity = 1
HOMO energy = -9.473 eV

=====

[9]
The following is a DFT calculation (ωB97M-V with the def2-TZVPD basis set) of C4H8N2OS in the gas phase in a non-equilibrium geometry.

Last column: Löwdin charge in e.
Cartesian coordinates (Å):
C 0.989 -1.216 -2.318  -0.137
N 0.464 -0.375 -1.493  -0.338
S 1.137 1.241 -1.463  0.965
C 0.156 2.034 -0.165  -0.782
O 0.041 3.232 -0.245  -0.012
N -0.426 1.308 0.837  0.015
C 0.029 0.067 1.386  -0.279
C -1.024 -1.009 1.089  -0.113
H 1.739 -0.984 -3.084  0.062
H 0.625 -2.237 -2.352  0.064
H -1.049 1.900 1.369  0.149
H 0.990 -0.259 0.984  0.095
H 0.198 0.104 2.466  0.115
H -0.552 -2.002 1.156  0.075
H -1.439 -0.970 0.082  0.053
H -1.878 -0.833 1.750  0.068

Computed properties:
E = -20139.6879 eV
SMILES = C=NSC(=O)NCC
strongest force on any atom = 1.661 eV Å⁻¹
energy above the lowest of the compared OMol25 structures with the same formula, charge and spin = 26.4 kcal per mole
Kohn-Sham gap = 10.0 eV
multiplicity = 1
HOMO energy = -9.308 eV

=====

[10]
The following is a DFT calculation (ωB97M-V with the def2-TZVPD basis set) of a molecular structure, C4H8N2OS in a non-equilibrium geometry.

Last column: Löwdin charge in e.
Cartesian coordinates (Å):
C 0.519 -0.441 2.230  -0.215
C 0.920 0.488 1.342  -0.055
C 0.004 -1.871 1.764  -0.261
C 0.032 1.710 -2.913  -0.126
N -1.068 0.282 -1.209  -0.360
N -0.811 -1.541 0.583  -0.301
O -0.746 0.607 -2.563  -0.345
S 0.071 -0.548 -0.495  1.003
H 0.625 -0.344 3.287  0.074
H 1.163 1.485 1.462  0.014
H 0.894 -2.441 1.714  0.090
H -0.560 -2.163 2.670  0.115
H -0.159 1.902 -3.957  0.088
H 1.044 1.440 -2.742  0.059
H -0.281 2.501 -2.232  0.084
H -1.649 -1.065 1.059  0.135

Computed properties:
E = -20133.8361 eV
strongest force on any atom = 5.918 eV Å⁻¹
energy above the lowest of the compared OMol25 structures with the same formula, charge and spin = 161.4 kcal per mole
Kohn-Sham gap (spin up / spin down) = 8.6 / 8.6 eV
multiplicity = 1
HOMO energy (spin up / spin down) = -8.091 / -8.092 eV

=====

[11]
The following is a DFT calculation (ωB97M-V with the def2-TZVPD basis set) of C4H8N2OS in the gas phase in a non-equilibrium geometry.

Last column: Löwdin charge in e.
Cartesian coordinates (Å):
C -0.673 1.805 -0.206  -0.312
N -1.722 1.093 -0.170  0.031
C -1.697 -0.190 0.488  -0.209
C -1.076 -1.314 -0.388  -0.206
O 0.075 -1.991 0.141  -0.202
C 1.093 -1.166 0.606  -0.515
S 1.531 0.249 -0.454  0.917
N 0.606 1.510 0.288  -0.335
H -0.704 2.837 -0.665  0.125
H -1.108 -0.162 1.429  0.110
H -2.733 -0.391 0.731  0.103
H -0.958 -0.971 -1.470  0.129
H -1.765 -2.151 -0.463  0.110
H 0.854 -0.774 1.673  0.116
H 2.025 -1.755 0.586  0.078
H 1.222 2.284 0.480  0.060

Computed properties:
E = -20138.8528 eV
SMILES = C1=N\CCOCSN/1
strongest force on any atom = 1.916 eV Å⁻¹
energy above the lowest of the compared OMol25 structures with the same formula, charge and spin = 45.7 kcal per mole
Kohn-Sham gap = 9.8 eV
multiplicity = 1
HOMO energy = -9.113 eV

=====

[12]
The following is a DFT calculation (ωB97M-V with the def2-TZVPD basis set) of C4H8N2S in the gas phase in a non-equilibrium geometry.

Last column: Löwdin charge in e.
Cartesian coordinates (Å):
C 1.096 0.431 1.332  -0.097
C -0.065 0.630 0.363  -0.255
C 0.236 1.453 -0.881  -0.284
N 0.541 0.963 -1.980  -0.335
S 0.619 -0.660 -2.054  0.894
N 0.000 -0.883 -0.413  -0.464
C -1.227 -1.524 -0.317  -0.266
H 2.084 0.078 0.828  0.115
H 1.031 -0.356 2.118  0.082
H 1.235 1.386 1.821  0.060
H -1.142 0.997 0.727  0.172
H 0.429 2.501 -0.860  0.101
H -1.441 -2.442 -0.912  0.075
H -1.333 -1.848 0.785  0.100
H -2.062 -0.726 -0.554  0.101

Computed properties:
E = -18090.1319 eV
SMILES = C[C@H]1C=NSN1C
strongest force on any atom = 4.169 eV Å⁻¹
energy above the lowest of the compared OMol25 structures with the same formula, charge and spin = 83.3 kcal per mole
Kohn-Sham gap = 8.9 eV
multiplicity = 1
HOMO energy = -7.957 eV